(1)
The following is a quantum chemistry calculation of an isolated molecule of C19H23FN2O2S in a non-equilibrium geometry, from OMol25.

Last column: Löwdin charge in e.
Positions of all 48 atoms, in Å:
C  4.132895  5.605410  1.793384  -0.056
C  3.397810  4.426199  1.231669  -0.286
C  3.826398  3.781626  0.083009  -0.050
C  3.149881  2.678346  -0.403718  -0.016
C  2.018506  2.182048  0.239559  -0.203
N  1.312336  1.068027  -0.242918  -0.097
C  1.157077  -0.073175  0.652103  -0.137
C  1.653405  -1.359381  -0.008489  -0.162
N  0.938759  -1.622488  -1.238727  -0.226
S  -0.168783  -2.861861  -1.230383  0.665
O  0.397143  -3.934759  -0.469529  -0.279
O  -0.550910  -3.085715  -2.591189  -0.273
C  -1.595468  -2.219479  -0.345485  -0.267
C  -1.635783  -2.301002  1.032989  -0.063
C  -2.711410  -1.749204  1.708353  0.016
C  -3.709958  -1.129887  0.977799  -0.223
F  -4.750367  -0.589287  1.643878  0.076
C  -3.696744  -1.047142  -0.413210  -0.190
C  -4.815954  -0.382230  -1.147506  -0.025
C  -2.606310  -1.610077  -1.064273  -0.021
C  0.522612  -0.436575  -1.962349  -0.172
C  1.473071  0.708373  -1.637657  -0.158
C  1.542160  2.860707  1.373883  -0.202
C  0.256895  2.471377  2.045215  -0.046
C  2.248137  3.952141  1.850949  -0.012
H  4.909194  5.940289  1.110119  0.072
H  3.448628  6.431979  1.978288  0.078
H  4.600068  5.341807  2.742394  0.081
H  4.703749  4.136479  -0.438659  0.108
H  3.521498  2.197635  -1.294637  0.099
H  1.722765  0.099340  1.570340  0.133
H  0.097413  -0.201315  0.915759  0.108
H  1.509962  -2.222539  0.641064  0.112
H  2.723696  -1.278035  -0.229598  0.132
H  -0.844179  -2.810484  1.557583  0.117
H  -2.788527  -1.794117  2.783062  0.123
H  -4.898766  0.661085  -0.844859  0.090
H  -5.761310  -0.866388  -0.906467  0.090
H  -4.654558  -0.431183  -2.220046  0.082
H  -2.541844  -1.606386  -2.141382  0.122
H  -0.499774  -0.143162  -1.684314  0.118
H  0.537794  -0.673748  -3.027758  0.127
H  2.493728  0.387611  -1.895138  0.121
H  1.222743  1.583413  -2.243592  0.138
H  -0.455764  2.106055  1.309984  0.078
H  -0.171356  3.334142  2.550638  0.078
H  0.411516  1.692337  2.791070  0.080
H  1.878138  4.466508  2.727586  0.119

Atoms 1-6, force components in eV/Å:
-0.02 -0.04 0.04
0.03 0.00 -0.07
-0.03 0.10 0.13
-0.11 -0.20 -0.06
0.08 0.27 0.05
-0.02 0.02 -0.18

## Properties
Orbital gap, eV: 8.50
Net charge: 0
E_HOMO, eV: -7.935
SMILES: Cc1ccc(N2CCN(S(=O)(=O)c3ccc(F)c(C)c3)CC2)c(C)c1

---

(2)
The following is a quantum chemistry calculation of a cluster of 3 separate species, C18H39N4O4 in total in a non-equilibrium geometry, from OMol25.

Last column: Löwdin charge in e.
Positions of all 65 atoms, in Å:
C  -2.087126  -2.240828  1.359088  -0.153
C  -1.644011  -3.542214  0.463538  -0.250
C  -0.103006  -4.091358  0.811521  -0.239
C  0.926225  -3.842061  -0.439455  -0.245
C  1.548501  -2.330820  -0.544310  -0.225
C  1.670048  -1.521347  0.875035  -0.358
C  3.113582  -1.766432  1.626150  -0.229
C  3.486921  -3.337231  1.907317  -0.130
C  4.858577  -3.794897  1.066875  -0.291
N  4.793009  -4.718860  -0.148273  0.035
O  6.085172  -3.372059  1.482073  -0.091
N  1.730442  -0.038090  0.452211  0.017
C  0.436961  0.453417  0.331641  -0.132
O  -0.677249  0.996025  -0.224024  -0.122
H  -3.251996  -2.354317  1.588379  0.070
H  -1.986058  -1.280614  0.696337  0.061
H  -1.543350  -2.152334  2.395397  0.081
H  -2.397371  -4.418698  0.762311  0.093
H  -1.780742  -3.371697  -0.694801  0.102
H  0.282960  -3.733455  1.856589  0.091
H  -0.230363  -5.275148  0.902622  0.095
H  1.814442  -4.629182  -0.378866  0.074
H  0.311148  -4.099881  -1.429620  0.103
H  2.635666  -2.398952  -1.032686  0.090
H  0.902502  -1.727716  -1.346672  0.103
H  3.016608  -1.245883  2.695393  0.101
H  3.996569  -1.234786  1.064682  0.100
H  3.810045  -3.412069  3.054035  0.116
H  2.599917  -4.091106  1.779275  0.092
H  3.980625  -4.380424  -0.715652  0.045
H  4.597350  -5.689075  0.194511  0.080
C  1.868212  2.209242  -5.165563  -0.085
C  1.273434  1.844203  -3.807677  -0.423
C  -0.108652  2.478109  -3.528857  -0.194
O  -0.079843  3.874396  -3.223752  -0.190
C  0.104741  4.717654  -4.350185  -0.119
N  2.242129  2.187613  -2.754116  0.048
H  2.315192  3.206541  -5.181647  0.059
H  2.667376  1.509009  -5.431350  0.074
H  1.108724  2.161816  -5.954713  0.073
H  1.137246  0.756053  -3.801646  0.136
H  -0.525172  1.992832  -2.636309  0.105
H  -0.816535  2.277144  -4.343445  0.115
H  -0.413483  4.340348  -5.237407  0.087
H  1.168550  4.841842  -4.550074  0.068
H  -0.292790  5.707836  -4.108834  0.083
H  1.890200  1.840036  -1.862808  0.055
H  2.223011  3.205644  -2.643982  0.070
C  -3.301240  3.943776  2.782099  -0.081
C  -2.433556  2.804082  3.310389  -0.423
C  -2.492822  1.514397  2.460130  -0.201
O  -3.698448  0.758487  2.596527  -0.201
C  -4.810772  1.296614  1.898557  -0.112
N  -2.795800  2.538241  4.711958  0.027
H  -4.359643  3.823316  3.026896  0.058
H  -2.989047  4.895917  3.224363  0.071
H  -3.210190  4.037223  1.693611  0.080
H  -1.395705  3.157758  3.289502  0.137
H  -1.690504  0.849066  2.805449  0.122
H  -2.284934  1.718849  1.401820  0.097
H  -4.521933  1.737653  0.939321  0.094
H  -5.319549  2.031286  2.521831  0.065
H  -5.523818  0.488615  1.710292  0.084
H  -2.140305  1.857363  5.093830  0.069
H  -3.690074  2.039131  4.705171  0.067

Atoms 1-6, force components in eV/Å:
-1.20 -0.12 -0.72
0.05 -0.64 1.18
-0.74 -1.26 -0.74
-0.03 -0.31 0.08
0.45 0.27 -0.28
1.56 -0.88 -1.03

## Properties
Orbital gap, eV: 5.42
Net charge: -1
E_HOMO, eV: -2.707

---

(3)
The following is a quantum chemistry calculation of a structure of composition C38H45IrN8O4SSi2, from OMol25.

Last column: Löwdin charge in e.
Positions of all 99 atoms, in Å:
Ir  0.331527  0.133598  -0.202795  1.037
O  2.083171  -0.400745  0.723710  -0.278
N  2.897354  -1.204656  0.034979  -0.185
C  4.003503  -1.611067  0.696375  -0.020
C  4.922587  -2.424291  0.101712  -0.060
C  4.691762  -2.841228  -1.217365  -0.071
C  3.558346  -2.428888  -1.859979  -0.075
C  2.621278  -1.587585  -1.228478  -0.610
S  1.196042  -1.046276  -2.005971  0.715
H  4.072910  -1.227019  1.702260  0.138
H  5.796514  -2.730358  0.655523  0.104
H  5.400438  -3.482227  -1.721935  0.107
H  3.336356  -2.737000  -2.870688  0.109
C  -0.774955  9.058503  -4.364745  -0.090
O  -1.111197  8.547120  -3.091205  -0.087
C  -0.087674  8.236008  -2.245506  -0.283
C  1.260421  8.448204  -2.525768  -0.024
C  2.217729  8.071912  -1.599931  -0.022
C  1.861705  7.458184  -0.395281  -0.299
C  0.492961  7.295404  -0.107135  -0.010
C  -0.460612  7.679297  -1.019928  -0.004
N  2.893120  7.010076  0.410233  0.045
N  2.535779  6.321280  1.475492  0.057
C  2.190129  5.042285  1.453836  -0.261
C  1.592743  4.508675  2.622171  -0.018
C  0.904611  3.316931  2.608643  -0.011
C  0.782973  2.541604  1.447639  -0.346
O  -0.004648  1.508331  1.394042  -0.242
C  1.562045  2.954743  0.300757  -0.159
N  1.553560  2.124190  -0.766095  0.034
C  2.272496  2.409031  -1.823298  -0.121
C  3.083988  3.547940  -1.886389  -0.036
C  3.089065  4.420333  -0.826242  0.005
C  2.291648  4.158852  0.302167  -0.066
H  -1.714972  9.197077  -4.893213  0.091
H  -0.145762  8.356523  -4.918853  0.095
H  -0.261652  10.020624  -4.284908  0.094
H  1.573647  8.899319  -3.454587  0.100
H  3.268406  8.224210  -1.806832  0.112
H  0.194300  6.871901  0.840808  0.109
H  -1.514107  7.565596  -0.805092  0.118
H  1.622321  5.115974  3.515753  0.110
H  0.400179  2.971576  3.501764  0.111
H  2.220033  1.697577  -2.640509  0.092
H  3.691370  3.729710  -2.761204  0.103
H  3.707959  5.304990  -0.844163  0.106
C  -3.271105  -3.410521  -3.777864  -0.183
Si  -1.693837  -2.576410  -3.175373  0.444
C  -0.544645  -3.929822  -2.567619  -0.184
C  -0.963705  -1.659411  -4.637528  -0.187
C  -2.099291  -1.387177  -1.773346  -0.222
C  -2.121672  0.059925  -1.971685  -0.376
C  -3.006343  0.636727  -2.889631  -0.032
C  -3.176233  2.003387  -2.930734  -0.051
C  -2.448050  2.789376  -2.046638  -0.048
C  -1.553411  2.170300  -1.202243  -0.104
N  -1.356535  0.841547  -1.176618  -0.086
Si  -3.220321  -1.917755  -0.362125  0.491
C  -2.691119  -3.582623  0.330794  -0.151
C  -3.384443  -0.572355  0.926259  -0.168
C  -4.956948  -2.102620  -1.077034  -0.171
H  -3.040938  -3.992235  -4.672550  0.033
H  -4.061276  -2.703700  -4.030590  0.027
H  -3.664453  -4.099105  -3.030605  0.019
H  0.225700  -4.127563  -3.314029  0.033
H  -1.092609  -4.856667  -2.393884  0.031
H  -0.043401  -3.640202  -1.645556  -0.017
H  -0.864779  -2.345582  -5.481072  0.034
H  0.026133  -1.270838  -4.403055  -0.020
H  -1.582881  -0.821815  -4.960922  0.024
H  -3.583351  -0.017403  -3.528549  0.114
H  -3.875523  2.449571  -3.625036  0.110
H  -2.547070  3.864121  -2.022063  0.105
H  -0.952081  2.740417  -0.512409  0.098
H  -1.632293  -3.767734  0.155565  0.002
H  -3.253922  -4.388507  -0.142500  0.036
H  -2.876989  -3.630931  1.404824  0.032
H  -2.466483  -0.007826  1.060910  -0.008
H  -3.659543  -0.997446  1.892815  0.034
H  -4.171384  0.124179  0.630092  0.039
H  -5.062218  -2.973462  -1.718145  0.008
H  -5.237179  -1.221902  -1.657567  0.030
H  -5.673520  -2.197799  -0.258394  0.035
C  0.612971  -5.256684  2.092997  -0.013
N  0.096207  -3.950781  2.462414  -0.046
C  -0.475658  -3.723667  3.665497  -0.060
C  -0.906643  -2.493258  4.006147  -0.006
C  -0.724259  -1.454165  3.032281  -0.380
N  -0.269081  -1.688970  1.814494  0.167
C  0.195820  -2.927528  1.496889  -0.524
O  0.691632  -3.215601  0.420422  0.013
N  -1.035827  -0.194783  3.362948  0.178
H  0.404332  -5.952901  2.902419  0.087
H  1.686942  -5.201057  1.918198  0.097
H  0.140731  -5.599397  1.173718  0.095
H  -0.555750  -4.575216  4.328169  0.128
H  -1.348246  -2.295761  4.969060  0.103
H  -1.295316  0.004765  4.312084  0.108
H  -0.714523  0.565125  2.753197  0.066

Atoms 1-6, force components in eV/Å:
0.55 0.40 -0.29
-0.15 0.08 0.04
-0.01 -0.02 0.07
0.08 -0.04 -0.04
-0.03 0.00 0.00
0.02 0.01 0.04

## Properties
2S+1: 5
Orbital gap (spin up / spin down), eV: 6.71 / 6.27
Net charge: 0
⟨S²⟩: 6.102
E_HOMO (spin up / spin down), eV: -6.162 / -6.654